[1]
This record from OMol25 describes a structure of composition BrV. The level of theory is ωB97M-V with the def2-TZVPD basis set.

```
2
Properties=species:S:1:pos:R:3
Br -14.56 -24.89 -14.81
V -13.27 -23.70 -16.64
```

Properties
gap between HOMO and LUMO (spin up / spin down) = 7.528 / 8.042 eV
HOMO (spin up / spin down) = -0.557 / -0.563 Ha
total charge = +1
electronic energy = -95720.2464 eV
2S+1 = 4

Formally, the natural (NBO) partial charges of the atoms, in units of the elementary charge, are as follows: -0.475, 1.475

***

[2]
This record from OMol25 describes a cluster of 16 separate species, C102H186N16O26P3 in total. The level of theory is ωB97M-V with the def2-TZVPD basis set.

```
333
Properties=species:S:1:pos:R:3
P -2.07 5.75 -3.16
P -5.25 -3.63 -4.24
P -3.07 -7.35 3.79
O -2.01 2.70 6.32
O -2.34 -3.66 3.95
O -1.96 -0.90 -4.63
O 3.46 -3.40 6.95
O 6.24 3.34 -0.91
O 3.01 3.94 -4.54
O -0.65 -5.46 0.44
O -0.31 -1.09 -6.10
O 1.51 3.95 -2.93
O 6.89 4.03 -2.87
O 1.33 4.25 0.03
O -0.07 5.02 1.44
O 2.06 -1.87 7.59
O 0.53 -6.79 1.77
O 6.31 1.89 -2.59
O 1.37 -3.58 6.45
O 4.93 2.24 3.77
O 1.20 -6.40 -0.29
O 3.02 1.12 3.96
O -3.49 -3.22 2.16
O 0.56 6.24 -0.26
O -1.85 0.50 -6.29
O 0.85 3.62 -4.95
O 3.38 2.44 2.27
O 10.88 0.95 2.24
O -1.45 -2.28 2.37
N 10.08 1.58 2.70
N -2.48 -3.01 2.84
N 3.77 1.89 3.33
N 0.38 -6.22 0.60
N 1.58 0.06 -1.06
N 1.30 0.17 -8.25
N 7.38 1.37 -5.24
N 3.04 5.57 3.98
N 2.37 -4.58 4.02
N 0.57 5.17 0.41
N 1.81 3.82 -4.13
N 2.28 -2.91 6.98
N 6.41 3.05 -2.11
N -1.43 -0.51 -5.70
N -1.86 1.49 6.24
N 5.18 6.96 -2.48
C 12.02 2.62 3.95
C -4.08 -3.39 -5.62
C 3.36 6.05 1.26
C 2.33 1.06 -6.33
C -5.15 -5.66 4.54
C 1.77 1.01 -2.21
C -2.34 -6.99 6.50
C -2.68 -9.15 3.62
C 3.95 4.93 3.27
C -2.49 7.27 -2.24
C 10.51 2.58 3.77
C -6.45 -4.86 -4.61
C -4.25 -4.25 -2.84
C -2.76 8.59 -3.01
C 5.37 7.77 -1.47
C -2.63 3.31 0.13
C 1.69 -0.31 1.32
C -3.52 0.00 7.21
C -6.17 -2.08 -3.94
C 1.73 -2.14 -0.24
C 8.05 0.11 2.93
C -5.75 4.92 -5.02
C 2.42 6.77 2.01
C -1.26 -1.12 5.41
C -2.02 10.41 -1.39
C 3.17 -2.77 2.81
C 3.70 5.53 -1.28
C -4.24 -1.71 -7.45
C -7.56 -4.85 -3.57
C -4.13 1.64 5.43
C 9.84 3.93 3.56
C -2.02 -6.65 5.05
C -0.86 -10.93 5.32
C 0.59 6.86 -3.47
C 1.75 -1.64 1.05
C -1.75 4.37 -1.96
C -8.99 -6.78 -4.29
C 2.54 -0.15 -8.75
C -7.24 5.08 -4.81
C -0.35 -9.72 4.65
C -4.81 -7.18 4.28
C -6.01 0.40 -3.45
C 3.71 0.14 -8.13
C -2.58 -3.31 -1.08
C 8.82 1.66 -4.95
C -1.54 -2.20 -1.13
C 0.02 -7.11 7.36
C 1.98 -2.64 2.14
C -1.69 2.14 -0.01
C 0.47 2.13 6.47
C -4.51 -7.56 0.74
C -2.93 -3.52 -2.58
C -0.64 6.25 -4.16
C -4.79 5.52 -3.97
C 4.80 1.07 -6.10
C 6.94 0.15 -5.51
C -1.83 9.78 -2.74
C 2.24 6.49 3.37
C -1.33 -6.37 7.47
C -3.29 5.32 -4.45
C -2.58 -0.49 4.96
C -2.99 -7.12 0.95
C 5.73 7.38 -3.80
C -0.51 0.95 6.67
C 0.15 -0.08 -9.13
C -0.57 0.49 8.09
C -8.08 -6.22 -3.17
C 8.63 3.98 2.62
C -4.80 -2.99 -6.91
C 4.37 5.87 -2.44
C 3.57 0.78 -6.89
C 8.58 1.29 0.86
C -1.21 -9.40 3.38
C 1.68 7.32 -4.43
C 4.69 7.53 -0.27
C -6.98 -5.83 6.30
C 2.62 -5.68 4.95
C 4.18 5.15 1.94
C -4.74 -8.44 -0.43
C 1.71 0.53 0.22
C -3.03 3.93 -1.22
C -5.31 -0.92 -3.48
C -6.65 -5.46 4.84
C 6.53 2.42 -5.19
C 3.82 6.43 -0.17
C -4.90 -1.26 -8.76
C 5.22 2.30 -5.67
C 5.67 -0.04 -5.86
C 3.34 -3.69 3.78
C 1.24 8.63 -5.16
C -0.18 -0.11 5.59
C 9.92 1.92 5.08
C -5.20 1.24 -2.46
C 7.84 2.64 2.79
C 8.66 1.40 2.37
C -3.08 0.66 5.94
C 1.17 0.73 -7.08
C 1.59 -1.25 -1.30
C 0.99 -3.58 2.36
C 1.20 -4.58 3.27
C 3.04 5.39 5.42
C -2.73 -6.40 2.31
H -1.11 1.94 0.88
H 2.85 -5.20 5.86
H 0.17 8.52 -5.36
H -3.18 -9.59 2.71
H -5.91 -2.91 -6.85
H 0.69 -0.64 5.82
H 0.70 -9.83 4.29
H 6.43 6.61 -4.11
H -2.03 10.57 -3.51
H -7.27 -6.88 -2.98
H -0.69 -8.57 2.80
H -1.69 -6.40 8.48
H 10.19 2.65 5.85
H -5.04 -7.95 1.60
H -5.07 -6.63 0.65
H -5.36 -7.55 3.42
H -4.88 -2.06 -9.50
H 0.26 7.62 -2.81
H -0.04 0.37 4.65
H -6.08 -5.87 -4.69
H -6.81 -4.52 -5.57
H 1.37 9.44 -4.50
H 0.19 1.06 -6.72
H -1.11 -1.99 -0.11
H 6.91 2.49 2.26
H -5.47 1.01 -1.43
H 3.99 5.83 5.73
H 3.19 4.32 5.65
H -3.13 -1.76 -7.53
H -4.42 -0.90 -6.74
H -2.70 -6.56 0.10
H 7.96 4.82 2.84
H 0.78 -6.40 7.68
H -5.38 2.32 -2.70
H -1.58 7.29 -1.60
H -8.36 -4.26 -4.04
H 12.51 2.69 2.97
H -9.71 -5.98 -4.50
H -4.17 -5.30 -2.96
H -0.42 -10.97 6.32
H -3.57 -3.10 -0.51
H -8.43 -6.97 -5.23
H -3.35 -1.28 4.84
H 12.40 1.69 4.46
H 1.70 8.86 -6.09
H 8.06 0.18 4.05
H -3.92 0.77 7.96
H -1.12 6.94 -4.84
H -4.39 2.39 6.17
H -0.06 -3.58 1.92
H 4.58 3.13 -5.79
H -3.81 8.92 -2.86
H -0.23 -1.02 -8.73
H 8.79 2.26 0.40
H 1.97 6.50 -5.09
H -1.00 -0.49 8.10
H -2.18 9.60 -0.65
H 7.00 3.37 -4.92
H 6.10 8.52 -1.51
H 6.96 0.12 2.79
H -3.29 7.10 -1.55
H -1.13 -10.25 2.64
H 7.63 2.61 3.90
H -3.38 -6.65 6.72
H 2.63 7.68 -3.96
H -4.62 -5.26 5.43
H -3.69 -4.34 -5.75
H 2.83 1.00 -2.46
H -4.95 -4.08 -2.02
H -2.97 -2.53 -3.05
H -5.91 -1.02 -8.52
H 1.02 6.19 -2.77
H 4.92 7.44 -4.52
H -9.50 -7.68 -4.02
H 1.77 -6.29 5.08
H 1.75 -3.21 -0.46
H -6.94 -2.30 -3.24
H -5.44 5.28 -5.99
H -7.50 6.18 -4.95
H -0.17 5.44 -4.71
H 9.49 4.33 4.48
H -3.50 3.03 0.74
H 0.20 -7.51 6.39
H -0.41 -8.91 5.32
H 4.16 5.43 -3.36
H -0.74 -2.52 -1.86
H -3.39 -2.60 -5.34
H 1.50 1.71 6.45
H 8.43 -0.87 2.68
H -2.38 -0.06 3.95
H 1.85 1.57 0.32
H -4.83 -5.08 3.66
H 1.56 -1.52 -2.39
H 8.83 2.60 -4.35
H 8.86 1.81 5.00
H 9.35 0.66 0.42
H -1.25 3.63 -2.60
H 2.24 1.57 -5.41
H 4.00 -2.03 2.66
H -3.75 4.75 -1.14
H 0.61 -5.46 3.56
H -2.46 -8.06 0.89
H 0.52 0.38 8.36
H -1.94 -10.92 5.55
H -2.11 4.16 0.65
H -0.59 -11.86 4.83
H -8.58 -6.19 -2.23
H -5.68 -8.97 -0.60
H 0.33 2.49 5.39
H -2.71 8.35 -4.09
H -4.46 -7.92 -1.39
H 0.07 -7.95 8.07
H 10.36 0.99 5.35
H 12.30 3.44 4.60
H -2.92 11.00 -1.22
H -2.35 -8.06 6.68
H -3.47 3.19 -1.87
H -4.61 -3.78 -7.71
H -1.07 1.23 8.65
H -4.17 0.98 -2.61
H -1.04 -7.14 4.83
H -1.95 -1.26 -1.52
H -1.07 2.30 -0.89
H -1.61 -6.24 2.29
H 1.12 0.74 -3.03
H -6.91 -4.40 4.69
H -4.85 -1.17 -2.51
H 4.50 4.11 3.78
H 5.34 -1.08 -6.07
H 1.83 0.22 2.27
H 2.22 5.80 5.96
H -5.01 6.56 -3.80
H -4.95 4.97 -3.05
H 9.27 0.80 -4.43
H -5.08 1.05 5.29
H -1.99 -5.57 4.92
H -3.99 -9.19 -0.38
H -8.06 -5.91 6.45
H -7.08 0.31 -3.16
H -3.31 -5.49 2.55
H -4.36 -0.42 -9.21
H -7.53 4.88 -3.74
H 4.25 -3.66 4.27
H -3.97 2.02 4.41
H -4.43 -0.89 -4.19
H 9.35 1.75 -5.94
H -7.29 -4.20 -2.74
H 4.70 -0.20 -8.48
H 10.69 4.44 3.17
H -0.47 0.76 -9.10
H -2.95 6.06 -5.12
H -2.10 -4.13 -0.53
H -7.25 -6.06 4.18
H 1.75 7.47 1.50
H 2.56 -0.58 -9.72
H 9.04 4.16 1.60
H -1.01 4.88 -1.31
H -0.98 -1.74 4.62
H -3.00 4.35 -4.86
H -6.67 -4.99 6.94
H 1.48 6.96 3.96
H -1.15 10.98 -1.07
H -6.62 -1.90 -4.91
H -1.22 -5.28 7.27
H 6.20 8.30 -3.57
H -3.11 -9.69 4.45
H 7.62 -0.64 -5.31
H -5.42 3.85 -5.12
H -4.97 -7.77 5.20
H 3.44 -6.28 4.57
H 7.58 1.04 0.56
H -5.86 1.02 -4.34
H -2.19 -4.10 -3.16
H -1.34 -1.88 6.21
H 0.24 2.97 7.15
H 4.87 8.24 0.52
H -6.57 -6.77 6.54
H -4.37 -0.72 7.09
H 1.42 1.99 -1.98
H 4.94 4.55 1.44
H -0.78 9.52 -2.86
H -2.24 1.24 -0.23
H -2.74 -0.51 7.78
H -7.89 4.61 -5.54
H 2.97 4.75 -1.27
H 0.51 -0.26 -10.09
```

Properties
gap between HOMO and LUMO = 4.818 eV
HOMO = -0.424 Ha
total charge = +3
electronic energy = -213676.4565 eV

These are the Mulliken partial charges, in e, on atoms 1 to 8: -0.366, -0.055, 0.418, -0.444, -0.190, -0.521, -0.742, -0.578

***

- Look up the total charge of the second one.
  +3

***

- The lowest electronic energy belongs to which entry?
  C102H186N16O26P3